1.
{"formula": "C10H18BrEuNO4", "method": "the ωB97M-V functional and the def2-TZVPD basis", "total_charge": 3, "e_homo_ev": [-18.6668, -18.6633], "max_force_ev_per_a": 7.3, "s2": 12.014, "multiplicity": 7, "e_tot_ha": -4030.37649, "symbols": ["N", "H", "O", "O", "C", "Br", "C", "C", "C", "C", "H", "H", "H", "C", "C", "H", "H", "H", "H", "H", "H", "H", "H", "C", "Eu", "H", "C", "C", "O", "H", "H", "H", "O", "H", "H"], "positions_angstrom": [[1.086707, -2.083800, 1.482124], [-2.314564, -1.500461, -0.935384], [-4.099379, -0.855173, 1.606518], [1.967067, 0.593889, 1.294485], [-3.357451, -0.613967, 0.783611], [-1.378302, 2.049057, -2.508268], [0.318705, 1.388854, -0.313353], [-3.307587, -1.479224, -0.483129], [0.415714, -1.198738, 0.521193], [0.057315, 0.906491, -1.782533], [-0.349392, -0.145626, -1.902429], [3.596551, -0.629429, 0.777420], [1.989904, 0.347009, -3.005915], [0.642199, 0.333584, 0.833423], [1.337828, 1.245354, -2.770319], [-0.525938, 2.008172, -0.015614], [3.677638, 1.030157, 0.261894], [0.011708, 1.737417, 2.335819], [0.037990, 0.084306, 2.935588], [-0.625388, -1.526111, 0.500143], [1.991348, -2.344699, 1.113866], [2.611515, -0.047810, -0.637550], [-3.636335, -2.481812, -0.217245], [2.983542, 0.191559, 0.389098], [1.626750, -1.098097, -2.332482], [1.181852, -1.642897, 2.390017], [-0.251422, 0.702061, 2.078312], [-1.765662, 0.580763, 1.934011], [-2.476902, 0.529527, 0.828104], [0.943922, 1.614919, -3.724027], [1.926284, 2.076956, -2.375228], [-4.002397, -1.024472, -1.198403], [-2.378669, 0.592288, 2.956987], [0.902052, -1.421970, -0.463180], [1.162794, 2.081924, -0.357557]], "atomic_forces_ev_per_a": [[0.5, 3.1, -1.7], [0.1, 0.0, -0.2], [-2.4, -0.5, 3.4], [-0.4, -1.4, -1.1], [0.9, -0.6, -3.4], [0.3, -0.6, 0.1], [0.0, -1.2, -0.7], [0.4, 1.1, 0.2], [0.9, -1.4, -0.2], [0.4, 1.3, -0.7], [-0.2, 1.0, 0.3], [-0.2, -0.2, 0.0], [0.8, 6.4, -2.0], [-0.6, 2.1, 2.1], [-1.1, 0.5, -0.1], [-0.1, -0.4, 0.1], [0.0, -0.1, -0.1], [-0.2, -0.2, 0.0], [-0.2, 0.2, 0.0], [-0.5, 0.6, -0.2], [0.4, -1.3, 0.5], [0.2, 0.4, 0.7], [-0.1, 0.1, 0.0], [0.6, 0.9, 0.4], [-0.2, -7.3, 0.0], [-0.5, -0.6, 1.2], [0.8, -0.3, -1.6], [-1.2, 0.8, 3.5], [1.4, -0.7, -3.6], [0.1, -0.4, -0.1], [0.1, -0.3, 0.1], [0.1, -0.2, 0.0], [0.8, -0.1, 1.0], [-1.1, -0.6, 1.7], [0.0, -0.2, 0.2]]}

2.
{"formula": "C10H18BrN8O8V", "method": "the ωB97M-V functional and the def2-TZVPD basis", "e_homo_ev": [-7.5263, -7.5976], "max_force_ev_per_a": 5.8, "s2": 2.009, "multiplicity": 3, "e_tot_ha": -4950.07848, "symbols": ["C", "H", "H", "C", "O", "N", "N", "C", "H", "H", "C", "C", "O", "H", "C", "O", "N", "N", "H", "H", "H", "C", "H", "C", "C", "C", "H", "V", "O", "Br", "H", "O", "O", "H", "N", "H", "N", "O", "N", "H", "N", "H", "H", "O", "H", "H"], "positions_angstrom": [[8.653594, 8.251832, 5.833956], [5.549019, 13.521456, 12.104513], [7.716907, 10.074529, 14.592656], [6.928499, 9.837814, 12.600492], [12.004320, 9.669946, 6.226983], [4.992717, 6.092441, 11.250162], [5.281028, 6.165451, 8.817196], [11.028188, 8.954258, 6.603336], [8.047446, 11.243814, 6.626078], [4.922174, 6.718124, 12.044229], [5.520351, 6.624097, 10.087243], [7.557822, 14.302816, 12.443729], [8.853866, 8.712342, 9.428826], [8.651959, 10.583448, 13.429890], [10.766821, 8.736640, 7.988794], [7.116854, 8.428904, 7.628715], [8.700939, 11.723472, 7.189820], [5.673666, 9.503731, 12.802926], [6.256467, 14.506774, 13.943820], [9.988661, 13.015888, 9.083896], [11.393440, 9.289404, 8.644934], [8.275607, 8.508219, 7.137481], [4.926073, 5.245133, 8.640376], [8.466359, 11.810454, 8.428737], [10.111802, 8.386327, 5.594201], [9.371639, 8.684119, 8.293838], [8.704320, 12.846782, 10.116705], [6.971842, 9.236926, 9.324963], [8.667906, 14.409759, 11.888474], [4.463290, 9.605744, 9.403282], [5.064020, 9.549509, 11.953245], [6.289222, 7.607278, 10.325140], [7.337691, 9.947506, 11.411133], [5.217833, 9.412229, 13.697839], [9.180539, 12.497673, 9.298177], [6.585583, 13.497895, 10.752325], [7.210157, 14.528654, 13.722895], [7.386391, 11.241191, 8.916097], [7.889228, 9.928215, 13.560075], [9.539651, 12.020796, 6.682928], [6.506948, 13.678431, 11.743691], [4.237932, 5.424869, 11.104310], [5.770588, 6.690416, 8.093438], [10.683358, 7.934924, 4.580694], [8.155486, 8.303257, 4.850104], [7.861762, 15.080592, 14.267048]], "atomic_forces_ev_per_a": [[1.5, 1.8, 0.2], [1.3, 0.4, -0.2], [-0.8, -0.8, -1.7], [2.2, 0.0, -2.8], [-2.1, -1.5, 0.5], [-0.8, -1.1, -2.0], [0.5, 0.7, 1.8], [2.9, 2.4, 0.5], [-0.6, -0.7, -0.4], [0.2, -0.1, -0.4], [1.2, 1.4, 1.0], [-0.1, -2.2, -2.9], [-0.7, 0.5, 1.5], [-0.1, -0.4, -1.3], [-3.4, 0.6, -0.2], [-2.9, 0.0, 0.7], [2.2, 0.3, -4.3], [-2.4, -0.2, 0.0], [-1.1, 0.2, 0.5], [0.9, 0.5, -0.7], [0.7, -0.2, 0.8], [3.6, -1.1, -1.6], [-0.1, 0.0, 0.0], [-3.5, -1.1, 4.5], [0.6, -2.0, -2.4], [2.5, -1.0, -3.2], [0.1, -0.4, 0.3], [-0.7, 1.2, 2.1], [-1.6, 0.4, 1.4], [-0.4, 0.6, -0.1], [0.7, -0.2, 0.8], [-0.3, -1.5, -0.9], [-0.4, 0.2, 0.6], [0.3, 0.2, 0.0], [0.2, 0.5, 0.9], [0.3, 0.1, 0.3], [2.1, 0.8, 0.4], [1.3, 0.3, -1.1], [0.2, 1.0, 3.5], [-0.4, 0.0, 0.8], [-0.6, 0.2, 0.3], [0.2, 0.4, 0.4], [-0.1, -0.3, 0.1], [-1.6, 0.8, 1.3], [-0.6, -0.6, 1.1], [-0.4, -0.2, 0.0]]}

3.
{"formula": "C10H18CaF18O9P3", "method": "the ωB97M-V functional and the def2-TZVPD basis", "relative_energy_kj_mol": 3.6, "e_homo_ev": [-11.3776, -11.3757], "max_force_ev_per_a": 4.6, "s2": 0.761, "multiplicity": 2, "e_tot_ha": -4568.86952, "symbols": ["P", "C", "O", "C", "H", "H", "H", "C", "H", "H", "F", "H", "O", "F", "F", "Ca", "C", "C", "H", "C", "F", "F", "H", "O", "H", "F", "H", "C", "F", "F", "F", "C", "P", "F", "C", "H", "H", "F", "H", "C", "O", "H", "F", "O", "P", "F", "H", "F", "F", "O", "O", "F", "H", "H", "O", "F", "H", "O", "F"], "positions_angstrom": [[2.420390, -2.004668, 2.180355], [2.898860, 0.855922, -1.680515], [4.150120, 1.365112, -1.461285], [-1.228560, 4.339802, -0.010665], [-0.205790, 4.461502, -0.367365], [-1.361000, -5.066498, -1.448475], [-3.250290, -3.467968, 0.091445], [-2.706550, -3.474568, -0.853225], [1.346230, -1.091868, -2.510055], [-1.667260, 5.301232, 0.256325], [-2.328610, 1.429302, 2.270015], [-3.164390, -3.819908, -2.973355], [-0.482100, -3.477258, -0.380915], [3.211010, -0.877018, 3.022595], [1.020030, -1.105628, 2.430065], [0.507120, 0.555472, 0.867125], [-3.622700, -3.929688, -1.990505], [4.396540, 2.101242, -0.249405], [-3.941620, -4.968558, -1.906075], [-1.834370, 2.317852, -1.194225], [2.464140, -1.040928, 0.887175], [3.782050, -2.781718, 1.879165], [-2.092130, 0.029992, -2.679405], [-1.151160, 1.537642, -0.486045], [-0.844780, 1.071522, -3.348255], [-3.595010, -0.292118, 1.793535], [1.364640, -0.228748, -4.079395], [-1.539160, -4.420738, -0.588615], [-1.292930, -0.451608, 1.749605], [-3.550700, 0.518622, 3.942835], [1.529560, -3.036558, 1.234955], [-1.901820, 1.022972, -3.086685], [1.575770, 2.969012, 2.334385], [3.013500, 3.709712, 1.864535], [1.976750, -0.663918, -3.289425], [-1.788280, -5.007538, 0.295525], [-4.521130, -3.331718, -2.143345], [1.226190, 2.907782, 0.802665], [3.837380, 3.031182, -0.146175], [-0.844690, -2.185388, -0.601905], [1.910060, 0.992052, -0.988295], [5.431990, 2.287582, 0.035585], [0.819830, 4.413162, 2.474605], [3.040790, 0.127052, -2.807445], [-2.406080, -0.058538, 2.864525], [2.148490, 1.449132, 2.261265], [2.407800, -1.534648, -3.783515], [0.136040, 2.204942, 2.625055], [-1.171140, 0.203922, 3.810965], [-0.066990, -1.241298, -0.645515], [-2.276310, 2.134992, -2.458815], [-2.489080, -1.619698, 3.344645], [-2.374690, 1.020222, -4.068765], [4.039960, 1.487882, 0.578075], [-2.090980, 3.607132, -0.931195], [2.295900, -2.810918, 3.479095], [-1.076170, 3.758552, 0.898745], [-2.165480, -2.175408, -0.980605], [2.080790, 2.952602, 3.864585]], "atomic_forces_ev_per_a": [[0.6, 1.7, 0.4], [2.3, 0.2, 0.2], [-1.3, -0.2, -0.4], [0.4, -0.9, 1.2], [-0.3, 0.1, -0.7], [0.3, -0.1, -0.2], [-0.8, 0.4, 0.9], [0.4, -0.5, -1.8], [0.0, 0.5, 0.2], [-0.3, -0.3, -0.5], [0.4, 0.8, -0.1], [0.7, -0.1, 0.2], [-0.3, -0.7, 0.4], [0.2, 0.1, -0.5], [-0.5, -1.1, 1.0], [0.4, 0.3, 0.5], [-0.8, 0.8, -0.8], [-1.3, -0.3, 1.8], [0.2, 0.0, 0.5], [2.2, 1.2, 1.2], [1.4, 0.4, -1.9], [-0.2, 0.3, -1.3], [-0.3, 0.3, 0.8], [-2.2, 1.7, -2.5], [0.4, -0.2, 0.3], [-0.1, -1.2, -0.4], [0.1, 0.8, 0.3], [-0.4, 2.6, 0.3], [0.2, -1.5, -1.9], [1.6, -1.5, -0.6], [0.4, 0.0, 0.9], [1.5, -2.8, -3.2], [1.5, 2.2, 3.1], [-1.4, -1.0, 0.8], [-0.5, -1.3, -0.3], [0.9, -0.3, 0.3], [-0.1, 0.1, 0.7], [-0.6, -0.3, -2.1], [0.0, 0.0, -0.6], [3.6, 1.9, -0.5], [0.6, -0.2, -0.9], [0.2, -0.3, -1.3], [0.7, -1.1, 0.0], [-0.5, 0.6, 0.5], [-2.4, 1.8, 2.0], [1.1, -0.2, -1.0], [0.5, 0.1, 0.1], [0.2, 0.6, 0.2], [-0.4, 0.0, 1.0], [-3.2, -3.4, 0.0], [-1.1, 1.5, 3.2], [-0.3, 0.9, -0.4], [-0.3, 0.1, 0.1], [-0.1, -0.1, 0.1], [0.4, -0.7, 0.0], [-1.7, -1.5, 1.2], [-0.5, 0.0, 0.1], [-0.8, -0.9, 0.4], [-0.9, 0.6, -0.8]]}